No. 1
Below is an isolated molecule of C4H4O in a non-equilibrium geometry, with properties calculated with ωB97M-V/def2-TZVPD.

As for the total charge: 0. The calculation puts the total energy at -6256.86798 eV. As for the SMILES: C#C[C@@H]1CO1. As for the multiplicity: 1. The value obtained for the LUMO energy is 1.091 eV. As for the HOMO-LUMO gap: 0.4089 Eh. The largest force on an atom is 1.05 eV/Å.

Last column: Mulliken charge in e.
Cartesian coordinates (Å):
C1 -2.23 -0.09 -0.26  0.36
C2 -1.07 -0.22 0.05  -0.75
C3 0.30 -0.40 0.44  -0.02
C4 1.33 0.47 -0.13  -0.38
H1 -3.26 0.00 -0.55  0.40
H2 0.50 -0.83 1.44  0.30
H3 1.04 1.24 -0.84  0.25
H4 2.22 0.69 0.44  0.24
O1 1.18 -0.86 -0.59  -0.39

No. 2
Below is an isolated molecule of C4H7F in a non-equilibrium geometry, with properties calculated with ωB97M-V/def2-TZVPD.

As for the total charge: 0. The calculation puts the total energy at -6975.75257 eV. As for the SMILES: C=C(C)CF. As for the multiplicity: 1. The value obtained for the LUMO energy is 0.994 eV. As for the HOMO-LUMO gap: 0.3941 Eh. The largest force on an atom is 7.97 eV/Å.

Last column: Mulliken charge in e.
Cartesian coordinates (Å):
C1 1.31 -0.60 -0.26  -1.37
C2 0.08 0.22 0.06  0.47
C3 0.09 1.50 0.01  -0.64
C4 -1.32 -0.55 0.19  -0.25
H1 2.25 -0.28 -0.25  0.48
H2 0.93 -1.18 -1.03  0.36
H3 1.31 -1.43 0.56  0.28
H4 1.08 2.17 -0.02  0.18
H5 -0.52 2.38 -0.11  0.32
H6 -1.43 -0.61 1.37  0.22
H7 -1.25 -1.75 -0.20  0.24
F1 -2.53 0.13 -0.31  -0.29

No. 3
Below is a structure of composition C17H14ClNO3STi in a non-equilibrium geometry, with properties calculated with ωB97M-V/def2-TZVPD.

As for the total charge: -1. The calculation puts the total energy at -71962.82114 eV. As for the multiplicity: 2. The expectation value of S² is 0.753. The value obtained for the LUMO energy (alpha / beta) is 1.765 / 1.759 eV. As for the HOMO-LUMO gap (alpha / beta): 0.1541 / 0.1539 Eh. The largest force on an atom is 3.77 eV/Å.

Last column: Mulliken charge in e.
Cartesian coordinates (Å):
C1 2.44 -2.41 0.59  -0.33
C2 2.48 -2.29 -0.84  -0.55
C3 1.14 -2.44 -1.34  -0.38
H1 3.37 -2.14 -1.44  0.45
C4 0.29 -2.71 -0.21  -0.45
C5 1.09 -2.63 0.98  -0.45
H2 0.76 -2.84 1.99  0.51
H3 3.30 -2.41 1.25  0.43
H4 0.84 -2.42 -2.39  0.45
H5 -0.76 -3.00 -0.26  0.55
Ti1 1.19 -0.59 -0.11  0.58
Cl1 2.83 0.91 -0.03  -0.60
C6 1.52 1.92 -3.91  -0.57
C7 0.30 1.27 -4.23  -0.55
C8 0.61 0.03 -4.89  -0.56
H6 -0.70 1.66 -4.05  0.43
C9 2.03 -0.08 -4.96  -0.58
C10 2.60 1.08 -4.35  -0.56
H7 3.66 1.31 -4.27  0.37
H8 1.63 2.89 -3.42  0.37
H9 -0.11 -0.68 -5.28  0.41
H10 2.58 -0.90 -5.42  0.38
O1 0.35 -0.78 3.52  -0.67
C11 -0.46 -0.25 2.76  0.67
N1 -0.18 -0.26 1.39  -0.06
S1 -1.44 -0.01 0.29  0.41
O2 -1.87 1.46 0.91  -0.36
O3 -0.52 0.10 -0.98  -0.38
C12 -2.19 1.46 2.29  0.66
C13 -3.07 2.48 2.68  -0.64
C14 -3.66 2.36 3.94  -0.31
C15 -3.18 1.38 4.82  -0.55
C16 -2.10 0.55 4.51  -0.57
C17 -1.69 0.49 3.15  -0.08
H11 -3.33 3.29 1.99  0.41
H12 -4.49 3.01 4.21  0.37
H13 -3.65 1.24 5.80  0.35
H14 -1.59 -0.05 5.27  0.41

No. 4
Below is a structure of composition C17H42BiN13O2Si4Te, with properties calculated with ωB97M-V/def2-TZVPD.

As for the total charge: 0. The calculation puts the total energy at -86424.87460 eV. As for the multiplicity: 1. The value obtained for the LUMO energy is -0.061 eV. As for the HOMO-LUMO gap: 0.2903 Eh. The largest force on an atom is 0.38 eV/Å.

Last column: Mulliken charge in e.
Cartesian coordinates (Å):
Bi1 -0.40 0.80 -0.51  0.74
N1 2.75 0.20 -0.02  -0.48
C1 2.44 -0.93 0.86  0.80
C2 3.60 -1.66 1.51  -0.99
C3 3.24 -3.11 1.87  -0.82
C4 2.15 -3.30 2.92  -0.69
N2 0.83 -3.26 2.27  -0.01
C5 -0.31 -2.76 2.75  0.38
N3 -0.32 -1.97 3.83  -0.37
N4 -1.46 -3.11 2.16  -0.45
C6 1.44 -0.42 1.92  0.38
O1 1.80 -0.40 3.11  -0.79
O2 0.28 -0.06 1.54  -0.38
H1 3.33 -0.10 -0.79  0.27
H2 3.26 0.92 0.48  0.25
H3 1.90 -1.65 0.25  -0.34
H4 3.93 -1.12 2.40  0.28
H5 4.45 -1.69 0.82  0.36
H6 4.13 -3.62 2.22  0.44
H7 2.93 -3.63 0.96  0.37
H8 2.21 -2.53 3.69  0.42
H9 2.26 -4.27 3.40  0.47
H10 0.76 -3.72 1.38  0.21
H11 0.44 -1.28 3.85  0.30
H12 -1.22 -1.57 4.06  0.30
H13 -1.40 -3.56 1.26  0.37
H14 -2.22 -2.44 2.22  0.00
N5 0.25 -1.14 -3.57  -0.10
C7 -0.52 0.01 -3.75  0.43
N6 -0.81 0.52 -4.93  -0.63
N7 -1.53 1.63 -4.63  -0.44
N8 -1.66 1.77 -3.36  -0.42
N9 -1.03 0.73 -2.76  0.26
C8 0.16 -1.86 -2.40  0.27
N10 0.37 -3.16 -2.30  -0.70
N11 0.14 -3.44 -1.01  -0.43
N12 -0.21 -2.39 -0.36  0.47
N13 -0.19 -1.34 -1.21  -0.16
H15 0.43 -1.67 -4.40  0.29
C9 -5.39 -2.40 -1.29  -1.04
Si1 -5.19 -0.78 -2.21  0.32
C10 -6.75 -0.43 -3.20  -1.02
C11 -3.70 -0.90 -3.34  -0.18
Si2 -4.84 0.95 -0.67  0.03
Te1 -2.83 0.24 0.71  -0.32
Si3 -4.83 3.09 -1.66  0.73
C12 -4.65 3.03 -3.52  -0.84
C13 -6.55 3.80 -1.34  -1.17
C14 -3.52 4.16 -0.86  -1.09
Si4 -6.38 0.88 1.12  0.26
C15 -8.14 0.91 0.46  -1.00
C16 -6.18 -0.69 2.13  -0.96
C17 -6.07 2.34 2.26  -0.97
H16 -5.39 -3.24 -1.98  0.40
H17 -6.33 -2.42 -0.72  0.23
H18 -4.57 -2.55 -0.58  0.22
H19 -6.95 -1.26 -3.88  0.38
H20 -6.66 0.48 -3.79  0.28
H21 -7.61 -0.32 -2.54  0.25
H22 -3.85 -1.68 -4.08  0.48
H23 -2.80 -1.14 -2.76  -0.42
H24 -3.50 0.04 -3.86  0.19
H25 -5.31 2.28 -3.96  0.15
H26 -3.63 2.82 -3.83  0.25
H27 -4.95 4.00 -3.92  0.41
H28 -7.32 3.16 -1.79  0.27
H29 -6.62 4.78 -1.83  0.41
H30 -6.78 3.93 -0.29  0.25
H31 -2.54 3.91 -1.27  0.24
H32 -3.50 4.02 0.22  0.32
H33 -3.71 5.22 -1.06  0.41
H34 -8.36 -0.01 -0.10  0.27
H35 -8.32 1.76 -0.20  0.29
H36 -8.85 0.96 1.29  0.40
H37 -6.41 -1.58 1.54  0.24
H38 -6.85 -0.66 2.99  0.35
H39 -5.15 -0.79 2.50  0.24
H40 -6.16 3.30 1.74  0.26
H41 -5.06 2.28 2.67  0.25
H42 -6.78 2.34 3.09  0.37

Question: Which of these has the lowest total charge?
Answer: C17H14ClNO3STi

Question: Look up the multiplicity of the third one.
Answer: 2

Question: Which of these has the lowest total charge?
Answer: C17H14ClNO3STi

Question: multiplicity of number 2 (C4H7F)?
Answer: 1